Run 1
C6H12NO | the ωB97M-V functional and the def2-TZVPD basis

```
! wB97M-V def2-TZVPD RIJCOSX def2/J DEFGRID3
* xyz 1 1
C 2.18 -1.49 2.40
H -1.92 -1.07 0.48
H -1.32 -0.87 2.23
H 3.04 -0.93 2.67
N -0.91 2.16 -4.27
O -0.54 0.66 -1.39
H 0.34 -1.93 -0.31
H -1.67 1.68 -4.79
H 1.94 -2.20 3.16
H -0.54 1.68 -3.45
C 0.15 -1.78 0.85
H 0.10 2.30 -0.17
C -0.41 1.31 -0.26
H 1.93 -0.32 0.77
C -0.73 0.74 0.99
H -0.13 -2.80 1.18
H -0.92 3.20 -4.26
H -0.90 1.58 1.70
C 1.41 -1.14 1.36
C -1.11 -0.78 1.12
*
```

Values from the calculation:
gap between HOMO and LUMO: 3.39 eV
HOMO level: -12.35 eV

Run 2
C6H12NO | the ωB97M-V functional and the def2-TZVPD basis

```
! wB97M-V def2-TZVPD RIJCOSX def2/J DEFGRID3
* xyz 1 1
H -3.04 0.26 0.24
C 1.49 0.88 -0.25
C -1.99 0.14 0.31
H 0.52 0.49 2.02
O 0.68 -1.51 1.67
H 0.02 -2.24 1.85
H 1.63 1.14 -1.35
H 1.28 1.89 0.27
C 0.10 -0.38 1.33
H -0.86 -1.37 -1.21
H -1.90 -0.95 2.21
H 2.20 0.32 0.25
H 0.85 -1.77 -0.53
C -1.36 -0.46 1.34
H -1.07 0.93 -1.71
C -0.92 0.96 -0.52
C 0.29 -1.00 -1.08
N 0.28 0.19 -0.13
H 0.69 -0.78 -2.10
H -0.97 1.97 0.05
*
```

Values from the calculation:
gap between HOMO and LUMO: 11.24 eV
HOMO level: -14.45 eV
SMILES: C[N+]1(C)CC=C[C@H]1O

run 2 ends up most stable, edging out the next structure by 383.7 kJ/mol.